Entry 1:
The following is a DFT calculation (ωB97M-V/def2-TZVPD) of C4H6N2O as an isolated structure.

Results
Kohn-Sham gap: 0.3438 hartree
molar mass: 98.105 g/mol
2S+1: 1
HOMO energy: -8.9 eV
relative energy (zero: lowest compared OMol25 entry of this formula, charge and spin): 127.6 kcal/mol
LUMO energy: 0.018 Ha
F_max: 0.62 eV/A
calculated total energy: -340.59150 a.u.

Element x y z (Å)
C 1.12433 -0.49542 -0.37841
C 1.09734 0.74885 0.47828
O -0.05672 1.53877 0.13896
C -1.11683 0.78590 -0.16858
N -2.28579 1.24446 -0.26267
C -0.78303 -0.66244 -0.39791
N -1.30337 -1.75893 -0.54686
H 1.43026 -0.30463 -1.40952
H 1.75174 -1.27727 0.06901
H 0.08932 -1.54384 -0.43963
H 1.95669 1.40123 0.31326
H 1.04727 0.49512 1.54370
H -2.92378 0.49380 -0.53227

Forces on atoms 1 to 6 (eV/Å):
C 0.25 0.13 -0.03
C 0.20 -0.12 0.07
O -0.16 0.02 -0.06
C -0.34 0.13 0.02
N 0.32 -0.18 -0.01
C -0.40 -0.38 -0.07

Löwdin population analysis, charges in e, atoms 1 to 2:
1 C -0.076
2 C -0.188

=====

Entry 2:
The following is a DFT calculation (ωB97M-V/def2-TZVPD) of a 2-piece molecular cluster, CH3NS2 overall.

Results
Kohn-Sham gap (alpha / beta): 0.2644 / 0.3135 hartree
molar mass: 93.176 g/mol
2S+1: 1
HOMO energy (alpha / beta): -8.8 / -9.5 eV
relative energy (zero: lowest compared OMol25 entry of this formula, charge and spin): 93.2 kcal/mol
LUMO energy (alpha / beta): -0.058 / -0.034 Ha
F_max: 2.49 eV/A
calculated total energy: -890.87976 a.u.

Element x y z (Å)
C 0.82090 -0.34898 0.46667
N -0.16570 -1.38815 0.64094
S 0.92486 -2.06208 -0.32383
S -2.66659 -0.37971 0.14377
H 0.78695 0.47421 -0.31524
H 1.51342 -0.25324 1.27273
H -2.21859 -0.09572 -1.07288

Forces on atoms 1 to 6 (eV/Å):
C 0.24 -1.18 -2.05
N -1.64 1.56 1.04
S 1.28 0.51 -0.64
S 0.13 -0.16 0.34
H -0.50 -1.12 1.23
H 0.34 0.33 0.45

Löwdin population analysis, charges in e, atoms 1 to 2:
1 C -0.403
2 N -0.555

=====

Entry 3:
The following is a DFT calculation (ωB97M-V/def2-TZVPD) of C18H27N2O6P2Pd as an isolated structure.

Results
Kohn-Sham gap (alpha / beta): 0.2801 / 0.1128 hartree
molar mass: 535.790 g/mol
2S+1: 5
HOMO energy (alpha / beta): -17.1 / -17.1 eV
relative energy (zero: lowest compared OMol25 entry of this formula, charge and spin): 15.8 kcal/mol
LUMO energy (alpha / beta): -0.349 / -0.516 Ha
F_max: 4.32 eV/A
net charge: +3
calculated total energy: -2072.37035 a.u.

Element x y z (Å)
Pd 0.51967 -0.20973 -0.45776
P 0.78212 2.06078 0.03448
C 2.28233 2.49455 -0.80574
C 2.99352 1.42025 -1.40334
N 2.50279 0.12489 -1.29905
C 3.29447 -0.93733 -1.49116
C 4.64318 -0.76700 -1.86082
C 5.11241 0.51176 -2.17855
C 4.24342 1.58230 -2.09576
C 2.69629 -2.34794 -1.31533
P 0.85550 -2.29169 -1.43791
H 4.55295 2.59135 -2.34896
H 5.29207 -1.63365 -1.92199
H 6.15142 0.67398 -2.43928
H 3.12209 -2.98594 -2.10630
H 2.95440 -2.74942 -0.31244
H -0.40795 3.26698 -3.94797
H 2.37098 3.42455 -1.34512
H -1.27427 0.43898 -3.45471
O -0.29143 2.41520 -4.42627
H 0.50744 2.43411 -4.99984
H -0.77998 -0.01849 -1.89177
O -1.60621 -0.00928 -2.64667
H -2.28217 0.55690 -2.17751
C 0.51840 -2.48063 -3.21710
H 1.00555 -3.39608 -3.59515
H -0.57014 -2.55140 -3.37803
H 0.91563 -1.60925 -3.76331
C 0.19830 -3.77337 -0.62034
H -0.86520 -3.86165 -0.89049
H 0.72665 -4.69583 -0.91256
H 0.27406 -3.62898 0.46825
C 1.43426 2.18621 1.71792
H 1.48995 3.25631 1.97047
H 0.82386 1.62065 2.43344
H 2.45935 1.78596 1.66603
C -0.75837 3.03346 -0.08660
H -1.57923 2.51566 0.44292
H -0.61548 4.02304 0.38319
H -1.07720 3.18355 -1.13232
O -0.37303 -1.06460 1.43072
C -1.55776 -0.61234 1.24087
O -1.91410 -0.15739 0.09318
C -2.47170 -0.51427 2.43085
C -3.61607 0.29251 2.37259
C -4.44329 0.45399 3.48879
C -4.13541 -0.23306 4.68654
C -2.99094 -1.05135 4.74781
C -2.17208 -1.17768 3.63347
N -4.99570 -0.09465 5.82195
O -5.98739 0.67101 5.73366
O -4.69355 -0.71797 6.86805
H -3.87357 0.81677 1.44970
H -5.32655 1.09698 3.45722
H -2.77503 -1.56231 5.68609
H -1.28930 -1.79942 3.70193

Forces on atoms 1 to 6 (eV/Å):
Pd -1.52 -0.77 1.86
P 0.05 1.20 1.03
C -0.56 -0.73 -2.63
C 0.49 -0.63 -0.79
N 0.90 -0.09 1.02
C 0.01 -0.08 -0.30

Löwdin population analysis, charges in e, atoms 1 to 2:
1 Pd 0.690
2 P 0.881

=====

Entry 4:
The following is a DFT calculation (ωB97M-V/def2-TZVPD) of C34H40Cl2IrN5O4Te as an isolated structure.

Results
Kohn-Sham gap: 0.3037 hartree
molar mass: 973.448 g/mol
2S+1: 1
HOMO energy: -13.8 eV
relative energy (zero: lowest compared OMol25 entry of this formula, charge and spin): 4.8 kcal/mol
LUMO energy: -0.203 Ha
F_max: 1.07 eV/A
net charge: +2
calculated total energy: -3186.63776 a.u.

Element x y z (Å)
Ir -1.55922 -1.58673 -0.80633
Cl -3.24980 -2.23563 2.66522
C -3.70438 -3.76900 1.86375
Cl -4.18931 -3.54540 0.18005
H -4.52972 -4.19696 2.41794
H -2.82870 -4.40552 1.88995
C 0.42580 4.36464 -4.10149
C 0.70202 3.24946 -3.13619
C 0.03901 3.16940 -1.91760
C 0.29529 2.15997 -1.00028
C -0.42388 2.19908 0.31803
C 1.25186 1.19405 -1.33953
Te 1.89384 -0.26572 0.02095
N 0.18866 -1.29319 0.15873
C 0.22231 -2.53336 0.64377
O -0.87038 -3.14777 0.39987
C 1.37586 -3.11480 1.35737
C 1.54433 -2.87014 2.71833
C 2.64686 -3.39611 3.37323
C 3.57314 -4.15476 2.67071
C 3.40293 -4.39425 1.31291
C 2.30349 -3.87621 0.64764
C 1.92272 0.85756 1.81821
C 1.00468 0.83450 2.86654
C -0.28821 0.05453 2.91748
C 1.29448 1.60899 3.98950
C 2.44442 2.37229 4.10620
C 2.72932 3.17785 5.33934
C 3.34024 2.36554 3.04001
C 3.10727 1.61862 1.89841
C 4.13529 1.65787 0.79292
C 1.97159 1.25976 -2.54806
C 3.09265 0.31937 -2.91214
C 1.65973 2.28652 -3.42926
H -0.48023 4.90803 -3.83929
H 0.32305 3.98524 -5.11784
H 1.25411 5.07534 -4.10309
H -0.69237 3.93078 -1.66480
H -1.36125 2.74705 0.22158
H 0.17026 2.72448 1.06860
H -0.64711 1.21111 0.71066
H 0.80793 -2.29172 3.26187
H 2.77957 -3.22007 4.43210
H 4.43073 -4.56691 3.18558
H 4.12682 -4.98838 0.77203
H 2.16694 -4.04336 -0.41252
H -0.58298 -0.39770 1.97111
H -1.09231 0.71322 3.24724
H -0.21761 -0.74493 3.65807
H 0.58079 1.60499 4.80648
H 1.88162 3.17805 6.02149
H 2.96643 4.21031 5.08190
H 3.59121 2.76947 5.86953
H 4.24443 2.96035 3.09984
H 4.90459 2.39227 1.02203
H 3.70539 1.95670 -0.16780
H 4.64596 0.69700 0.67317
H 2.85891 -0.72447 -2.71285
H 4.00702 0.58066 -2.37331
H 3.31879 0.40307 -3.97337
H 2.19625 2.34481 -4.36948
C -5.87883 2.53127 -0.50019
N -4.71624 1.66650 -0.64796
C -3.81997 1.65813 -1.79603
C -2.89740 0.55079 -1.38016
O -1.92909 0.04575 -1.99075
N -3.23945 0.03332 -0.20415
C -4.34728 0.70726 0.20245
N -4.96894 0.42113 1.32784
H -5.90424 3.22336 -1.33696
H -5.81307 3.11221 0.41999
H -6.80193 1.95005 -0.51014
H -3.29902 2.60748 -1.93134
H -4.34148 1.40330 -2.72077
H -4.63399 -0.36415 1.87044
H -5.81132 0.89419 1.60883
O -2.86570 -2.47330 -2.60555
C -1.76128 -2.75138 -3.09366
C -1.31793 -3.32777 -4.40492
C 0.21537 -3.36959 -4.24863
C 0.51007 -2.73790 -2.89222
O 1.58044 -2.50135 -2.38381
N -0.70280 -2.47312 -2.31538
H -1.64922 -2.68233 -5.21835
H -1.77216 -4.30566 -4.55989
H 0.74191 -2.81356 -5.02269
H 0.61233 -4.38444 -4.25110

Forces on atoms 1 to 6 (eV/Å):
Ir -0.06 0.04 -1.06
Cl 0.00 -0.03 -0.06
C 0.06 -0.06 -0.03
Cl -0.01 0.07 0.17
H -0.04 0.03 -0.01
H 0.02 0.02 -0.03

Löwdin population analysis, charges in e, atoms 1 to 2:
1 Ir 1.426
2 Cl 0.553

=====

Entry 5:
The following is a DFT calculation (ωB97M-V/def2-TZVPD) of a 2-piece molecular cluster, C6H13O2 overall.

Results
Kohn-Sham gap: 0.2905 hartree
molar mass: 117.168 g/mol
2S+1: 1
HOMO energy: -4.0 eV
relative energy (zero: lowest compared OMol25 entry of this formula, charge and spin): 15.4 kcal/mol
LUMO energy: 0.144 Ha
F_max: 0.81 eV/A
net charge: -1
calculated total energy: -386.93503 a.u.

Element x y z (Å)
C -0.60036 1.71621 0.34324
C 0.91780 1.55019 0.09599
C -1.08624 3.18304 0.36504
H -1.06971 1.20099 -0.48737
H -0.84539 1.19165 1.26475
H 1.04234 0.85430 -0.73001
H 1.42872 1.08074 0.94032
H -1.66097 3.41079 1.26583
H -0.20925 3.82356 0.28589
H 1.41344 2.48922 -0.15125
H -1.81836 3.41342 -0.41195
C 0.07836 -2.86814 -0.67255
C 0.14485 -2.63518 0.84768
C 0.59385 -1.62853 -1.40849
O 1.84435 -1.53120 -1.49104
O -0.25228 -0.78485 -1.78577
H 0.61320 -3.76758 -0.98647
H -0.94283 -3.09057 -0.98259
H 0.34326 -1.58217 1.02626
H 0.89558 -3.24230 1.34764
H -0.83036 -2.78359 1.32484

Forces on atoms 1 to 6 (eV/Å):
C 0.42 0.26 -0.41
C -0.26 -0.37 0.02
C -0.30 -0.43 0.38
H -0.28 -0.27 0.10
H -0.29 0.04 0.02
H 0.20 0.02 -0.16

Löwdin population analysis, charges in e, atoms 1 to 2:
1 C -0.294
2 C -0.116

=====

Entry 6:
The following is a DFT calculation (ωB97M-V/def2-TZVPD) of a 5-piece molecular cluster, C11H15FN4O3 overall.

Results
Kohn-Sham gap: 0.4193 hartree
molar mass: 270.264 g/mol
2S+1: 1
HOMO energy: -11.4 eV
SMILES: O=C1OC[C@@H](F)O1.CC#N.CC#N.CC#N.CC#N
LUMO energy: 0.002 Ha
F_max: 5.75 eV/A
calculated total energy: -972.69282 a.u.

Element x y z (Å)
O -7.39070 -9.28803 4.62118
C -8.49902 -9.71596 4.25669
O -8.93676 -10.86644 4.64040
C -9.93528 -11.31218 3.70390
C -10.49673 -10.04851 3.21971
F -11.58383 -9.71557 3.95110
O -9.35400 -9.23423 3.35116
H -9.44788 -11.75141 2.83348
H -10.66759 -11.99891 4.12843
H -10.82882 -10.16280 2.18784
C -12.87535 0.37070 -3.33650
C -13.46720 1.16574 -2.24056
N -14.02166 1.74831 -1.41567
H -11.96492 0.86047 -3.68195
H -13.58340 0.29461 -4.16171
H -12.66572 -0.63082 -2.96087
C -7.83546 -1.02715 -5.54818
C -7.01724 -0.41321 -6.55998
N -6.33695 0.05098 -7.39846
H -7.53741 -2.07132 -5.45341
H -8.88798 -1.02447 -5.83157
H -7.65946 -0.47112 -4.62734
C -11.40284 -4.51608 0.69194
C -10.71275 -4.06751 -0.53442
N -10.21040 -3.73646 -1.53244
H -11.81514 -3.66988 1.24154
H -10.57694 -4.90953 1.28455
H -12.14207 -5.30590 0.55842
C -6.65356 -1.46440 0.47801
C -7.55905 -0.45052 0.85991
N -8.32168 0.41316 1.12326
H -7.16300 -2.40904 0.66836
H -5.70855 -1.44434 1.02083
H -6.47578 -1.33245 -0.58927

Forces on atoms 1 to 6 (eV/Å):
O -3.90 -0.28 -1.47
C 4.64 1.16 1.11
O -1.10 -3.16 0.96
C 0.47 -1.13 0.25
C 0.15 -0.85 -0.64
F -0.04 1.15 0.48

Löwdin population analysis, charges in e, atoms 1 to 2:
1 O 0.128
2 C -0.565

=====

Among the records above, which one has the highest calculated total energy?
C4H6N2O

=====

The lowest calculated total energy belongs to which entry?
C34H40Cl2IrN5O4Te